[1]
Below is one molecule with the formula C2H7Cl2NSi in a non-equilibrium geometry, with properties calculated with ωB97M-V with the def2-TZVPD basis set.

Atoms and positions in Å:
1 C 1.050 0.885 -1.678
2 C -0.566 -0.826 2.006
3 N 0.668 -0.179 -0.754
4 Si -0.791 -0.137 0.209
5 Cl -1.173 1.931 0.363
6 Cl -2.408 -1.337 -0.539
7 H 2.112 0.697 -1.991
8 H 0.503 1.124 -2.670
9 H 1.144 1.740 -1.105
10 H 0.390 -1.434 2.091
11 H -0.584 0.029 2.672
12 H -1.408 -1.363 2.421
13 H 1.063 -1.131 -1.023

Atoms 1-2, force components in eV/Å:
C 1.468 -1.099 -2.209
C 0.721 0.103 -0.875

The HOMO energy is -9.789 eV. As for the energy above the lowest of the compared OMol25 structures with the same formula, charge and spin: 0.153 eV. As for the LUMO energy: 0.62 eV. The SMILES is CN[Si](C)(Cl)Cl.

***

[2]
Below is a 16-piece molecular cluster, C34H90BO38 overall in a non-equilibrium geometry, with properties calculated with ωB97M-V with the def2-TZVPD basis set.

Atoms and positions in Å:
1 O 1.629 -1.684 -3.364
2 C 1.078 -1.346 -2.358
3 O 1.226 -0.196 -1.705
4 B 0.204 -0.129 -0.642
5 O -0.531 -1.377 -0.709
6 C -0.002 -2.160 -1.623
7 O -0.185 -3.321 -1.833
8 O -0.569 1.122 -0.786
9 C -0.469 1.852 0.298
10 O -0.993 2.897 0.549
11 C 0.523 1.123 1.260
12 O 0.863 0.002 0.698
13 O 0.872 1.554 2.315
14 C 3.717 2.224 -0.913
15 C 4.071 0.977 -0.102
16 O 5.427 0.598 -0.276
17 O 4.307 3.439 -0.444
18 H 2.632 2.320 -0.846
19 H 4.068 2.122 -1.944
20 H 3.402 0.189 -0.464
21 H 3.985 1.168 0.968
22 H 5.529 0.380 -1.218
23 H 5.207 3.553 -0.751
24 C -0.907 3.493 4.599
25 C -2.092 4.148 3.876
26 O -3.331 3.824 4.488
27 O -0.601 4.219 5.802
28 H -0.037 3.378 3.950
29 H -1.100 2.461 4.918
30 H -2.042 3.787 2.847
31 H -1.953 5.231 3.893
32 H -3.256 3.834 5.444
33 H -1.238 3.955 6.468
34 C 0.578 -3.524 2.410
35 C 1.113 -4.655 1.536
36 O 2.504 -4.812 1.768
37 O -0.145 -4.036 3.535
38 H -0.109 -2.936 1.787
39 H 1.324 -2.833 2.813
40 H 0.889 -4.461 0.482
41 H 0.624 -5.615 1.730
42 H 2.847 -5.488 1.173
43 H -0.655 -3.284 3.887
44 C 0.198 1.949 -4.159
45 C 1.350 2.692 -3.542
46 O 1.588 3.859 -4.331
47 O 0.621 1.109 -5.249
48 H -0.685 2.510 -4.464
49 H -0.200 1.226 -3.443
50 H 2.195 2.000 -3.452
51 H 1.115 2.962 -2.505
52 H 2.295 4.360 -3.909
53 H 1.324 1.557 -5.730
54 C 2.727 -5.443 -1.876
55 C 3.956 -4.606 -1.502
56 O 5.155 -5.342 -1.403
57 O 2.310 -6.328 -0.840
58 H 2.949 -5.980 -2.806
59 H 1.891 -4.802 -2.168
60 H 3.674 -4.108 -0.565
61 H 4.092 -3.847 -2.269
62 H 5.135 -5.817 -0.566
63 H 2.161 -7.186 -1.245
64 C 1.509 4.645 0.849
65 C 0.521 5.728 1.234
66 O 0.591 6.807 0.290
67 O 2.813 5.111 1.203
68 H 1.421 4.441 -0.222
69 H 1.335 3.726 1.413
70 H 0.677 6.194 2.209
71 H -0.461 5.279 1.121
72 H 1.522 7.061 0.253
73 H 3.429 4.517 0.734
74 C -3.728 1.460 -2.352
75 C -3.364 -0.009 -2.299
76 O -3.719 -0.772 -3.475
77 O -2.903 2.177 -3.257
78 H -3.608 1.892 -1.350
79 H -4.796 1.620 -2.536
80 H -3.995 -0.504 -1.556
81 H -2.324 -0.153 -2.025
82 H -2.917 -0.777 -4.010
83 H -3.015 3.116 -3.083
84 C 3.492 3.689 4.028
85 C 3.637 2.192 4.186
86 O 4.990 1.812 3.976
87 O 3.966 4.385 5.222
88 H 2.466 4.052 3.908
89 H 3.976 4.043 3.119
90 H 3.046 1.752 3.379
91 H 3.290 1.769 5.132
92 H 5.505 1.996 4.765
93 H 3.220 4.926 5.484
94 C 0.420 -0.309 5.417
95 C -0.607 -0.518 4.359
96 O -1.417 -1.678 4.599
97 O -0.266 0.043 6.649
98 H 1.041 0.553 5.177
99 H 0.976 -1.241 5.548
100 H -0.210 -0.532 3.342
101 H -1.338 0.302 4.385
102 H -2.142 -1.624 3.961
103 H 0.408 0.472 7.184
104 C 4.771 0.185 -4.276
105 C 3.647 -0.736 -4.716
106 O 4.217 -1.850 -5.424
107 O 5.322 -0.248 -3.026
108 H 4.442 1.218 -4.162
109 H 5.560 0.192 -5.034
110 H 3.005 -0.198 -5.421
111 H 3.118 -1.128 -3.850
112 H 3.519 -2.246 -5.950
113 H 5.851 -1.036 -3.203
114 C -1.714 -4.729 -4.984
115 C -0.776 -3.584 -5.360
116 O 0.438 -4.133 -5.893
117 O -1.977 -5.543 -6.126
118 H -2.659 -4.273 -4.698
119 H -1.215 -5.292 -4.192
120 H -0.509 -3.015 -4.467
121 H -1.196 -2.968 -6.161
122 H 1.064 -3.413 -6.001
123 H -1.136 -5.579 -6.601
124 C -4.076 1.564 1.330
125 C -5.074 2.654 1.011
126 O -5.788 2.453 -0.219
127 O -4.700 0.270 1.495
128 H -3.471 1.772 2.217
129 H -3.290 1.465 0.570
130 H -4.627 3.644 0.934
131 H -5.804 2.776 1.824
132 H -6.312 1.650 -0.154
133 H -5.509 0.329 0.988
134 C -4.519 6.823 0.504
135 C -3.157 6.229 0.665
136 O -3.200 4.818 0.433
137 O -4.994 6.715 -0.822
138 H -4.417 7.885 0.769
139 H -5.222 6.393 1.227
140 H -2.747 6.444 1.660
141 H -2.419 6.634 -0.039
142 H -2.328 4.449 0.637
143 H -5.843 7.151 -0.912
144 C -3.011 -2.923 1.210
145 C -3.723 -4.056 1.894
146 O -5.119 -3.826 2.044
147 O -2.826 -1.800 2.056
148 H -3.517 -2.634 0.280
149 H -2.020 -3.241 0.875
150 H -3.303 -4.150 2.902
151 H -3.531 -4.991 1.356
152 H -5.418 -4.109 2.906
153 H -3.543 -1.163 1.910
154 C 0.110 -7.383 -0.149
155 C -0.879 -6.322 -0.575
156 O -2.177 -6.907 -0.816
157 O 0.386 -8.255 -1.257
158 H -0.300 -7.985 0.667
159 H 1.092 -7.028 0.155
160 H -0.534 -5.796 -1.466
161 H -1.102 -5.539 0.150
162 H -2.151 -7.259 -1.713
163 H -0.403 -8.768 -1.457

Atoms 1-2, force components in eV/Å:
O -1.164 -0.663 0.710
C -0.438 0.438 0.018

The HOMO energy is -7.537 eV. As for the energy above the lowest of the compared OMol25 structures with the same formula, charge and spin: 2.151 eV. As for the LUMO energy: 1.90 eV. Its charge is -1.

***

[3]
Below is C5H2Br2IrN2S2 as an isolated structure in a non-equilibrium geometry, with properties calculated with ωB97M-V with the def2-TZVPD basis set.

Atoms and positions in Å:
1 Ir 0.044 0.241 0.125
2 Br -1.825 -1.425 -0.733
3 C -0.453 -2.633 -1.369
4 Br 1.265 -1.842 -0.958
5 H -0.546 -2.736 -2.443
6 H -0.543 -3.577 -0.846
7 S 1.844 1.525 0.667
8 C 1.189 3.011 1.055
9 C 2.106 4.079 1.313
10 N 2.865 4.918 1.510
11 C -0.184 3.196 1.154
12 S -1.257 1.943 0.892
13 C -0.739 4.464 1.520
14 N -1.215 5.469 1.806

Atoms 1-2, force components in eV/Å:
Ir 0.143 0.788 0.454
Br 0.307 0.474 0.243

The HOMO energy (spin up / spin down) is -13.406 / -13.406 eV. As for the LUMO energy (spin up / spin down): -7.09 / -7.10 eV. Its charge is +1.

***

[4]
Below is C16H30AlBeCaCl4F4N3NaO7S as an isolated structure in a non-equilibrium geometry, with properties calculated with ωB97M-V with the def2-TZVPD basis set.

Atoms and positions in Å:
1 C 5.010 0.272 -1.075
2 O 5.153 1.664 -1.027
3 C 3.982 2.368 -0.657
4 C 3.312 3.085 -1.816
5 C 2.870 2.222 -3.003
6 C 1.368 1.902 -2.917
7 C 1.066 1.172 -1.610
8 C -0.256 0.400 -1.629
9 C -1.047 0.513 -0.270
10 N -0.467 -0.293 0.679
11 H 5.098 -0.212 -0.099
12 H 4.073 -0.062 -1.515
13 H 5.808 -0.133 -1.692
14 H 3.277 1.753 -0.101
15 H 4.289 3.152 0.040
16 H 2.450 3.600 -1.395
17 H 4.047 3.823 -2.162
18 H 3.011 2.824 -3.898
19 H 3.413 1.291 -3.109
20 H 1.105 1.260 -3.757
21 H 0.795 2.822 -3.009
22 H 1.871 0.457 -1.468
23 H 1.004 1.892 -0.798
24 H -0.938 0.787 -2.377
25 H -0.083 -0.651 -1.828
26 H -0.980 1.580 0.035
27 H -2.094 0.249 -0.387
28 H 0.526 -0.035 0.729
29 C 5.278 0.594 3.327
30 Cl 3.865 0.243 2.370
31 Cl 6.527 1.355 2.379
32 Cl 4.738 1.791 4.672
33 Cl 5.890 -0.869 4.096
34 Ca 4.515 1.479 7.032
35 F -3.333 2.814 -0.662
36 Al -2.188 4.037 -0.318
37 F -0.653 3.354 -0.466
38 F -2.409 4.672 1.202
39 F -2.374 5.237 -1.532
40 C 8.039 -1.451 0.691
41 C 8.222 -2.490 -0.310
42 N 8.366 -3.305 -1.098
43 H 7.640 -1.885 1.606
44 H 8.992 -0.973 0.910
45 H 7.346 -0.702 0.316
46 O 0.290 5.734 2.263
47 H -0.596 5.385 2.104
48 H 0.221 6.664 2.031
49 Na -3.151 3.413 -2.866
50 O -5.832 1.310 -1.010
51 S -5.901 1.039 0.426
52 O -6.952 0.078 0.764
53 O -6.192 2.298 1.114
54 O -4.613 0.470 0.840
55 Be 5.452 5.441 -2.137
56 O -6.156 -2.662 1.947
57 H -7.037 -3.043 1.877
58 H -6.270 -1.746 1.665
59 N -7.642 -5.400 0.307
60 C -6.388 -5.816 0.141
61 C -5.970 -7.113 0.400
62 C -6.901 -8.028 0.862
63 C -8.209 -7.610 1.042
64 C -8.524 -6.292 0.749
65 H -5.691 -5.067 -0.215
66 H -4.938 -7.396 0.244
67 H -6.613 -9.048 1.077
68 H -8.970 -8.289 1.401
69 H -9.538 -5.927 0.873

Atoms 1-2, force components in eV/Å:
C 0.242 -0.494 -0.211
O -0.112 -0.035 0.027

The HOMO energy is -8.409 eV. As for the LUMO energy: -7.03 eV. Its charge is +1.

***

Q: Which formula does entry 2 have?
A: C34H90BO38

***

Q: Which formula does entry 4 have?
A: C16H30AlBeCaCl4F4N3NaO7S